Record 1
Below is the molecule C4H11NS, with properties calculated with ωB97M-V/def2-TZVPD.

The calculation puts the LUMO energy at 1.0754 eV. Its SMILES is CSCCCN. The frontier orbital gap comes out at 9.55 eV. Its HOMO energy is -0.312 Eh.

Last column: natural (NBO) charge in e.
Positions of all 17 atoms, in Å:
C  -0.831  0.014  -1.510  -0.23
C  -0.844  0.953  -0.300  -0.43
C  0.375  0.858  0.627  -0.52
S  0.463  -0.833  1.277  0.19
C  2.169  -0.957  1.782  -0.75
N  -1.964  -0.912  -1.653  -0.82
H  -0.830  0.629  -2.403  0.19
H  0.092  -0.552  -1.630  0.19
H  -0.923  1.987  -0.656  0.21
H  -1.764  0.815  0.282  0.20
H  1.271  1.067  0.034  0.21
H  0.291  1.566  1.448  0.21
H  2.382  -2.024  1.818  0.23
H  2.429  -0.575  2.773  0.21
H  2.807  -0.471  1.042  0.21
H  -2.717  -0.472  -2.176  0.35
H  -2.406  -1.092  -0.756  0.35

Record 2
Below is a cluster of 2 separate species, C4H11NS in total at a distorted geometry, with properties calculated with ωB97M-V/def2-TZVPD.

The calculation puts the LUMO energy at 0.9691 eV. Its SMILES is C=NC.CCS. The frontier orbital gap comes out at 9.87 eV. Its HOMO energy is -0.327 Eh.

Last column: natural (NBO) charge in e.
Positions of all 17 atoms, in Å:
C  -1.454  0.076  1.143  -0.64
C  1.752  -0.948  0.839  -0.06
C  1.959  0.293  -1.095  -0.44
C  -1.231  0.601  -0.260  -0.48
N  1.774  0.167  0.257  -0.39
S  -2.807  0.800  -1.213  -0.08
H  -2.520  0.224  1.390  0.22
H  -1.370  -0.970  1.055  0.20
H  -0.598  0.281  1.806  0.24
H  1.582  -1.187  1.878  0.18
H  -3.642  -0.069  -0.575  0.12
H  1.911  -1.909  0.276  0.12
H  2.977  0.733  -1.305  0.21
H  1.899  -0.650  -1.662  0.17
H  1.250  0.992  -1.344  0.21
H  -0.578  -0.075  -0.860  0.21
H  -0.905  1.640  -0.329  0.22

Record 3
Below is the molecule C4H11NS at a distorted geometry, with properties calculated with ωB97M-V/def2-TZVPD.

The calculation puts the LUMO energy at 0.9592 eV. Its SMILES is CCSCNC. The frontier orbital gap comes out at 9.42 eV. Its HOMO energy is -0.311 Eh.

Last column: natural (NBO) charge in e.
Positions of all 17 atoms, in Å:
C  0.184  1.410  1.993  -0.63
C  -0.672  1.172  0.775  -0.54
S  -1.405  -0.477  0.721  0.11
H  -0.442  1.299  2.882  0.22
H  0.583  2.436  1.979  0.21
H  1.085  0.837  2.194  0.21
H  -0.136  1.362  -0.154  0.21
H  -1.588  1.766  0.753  0.23
C  0.064  -0.843  -2.303  -0.42
C  0.067  -1.427  0.086  -0.33
N  0.795  -0.959  -1.034  -0.63
H  -0.136  -1.853  -2.658  0.19
H  0.675  -0.242  -2.968  0.20
H  -0.909  -0.359  -2.158  0.19
H  -0.280  -2.427  -0.192  0.21
H  0.688  -1.511  0.975  0.21
H  1.427  -0.184  -0.893  0.36

Record 4
Below is a cluster of 2 separate species, C4H11NS in total at a distorted geometry, with properties calculated with ωB97M-V/def2-TZVPD.

The calculation puts the LUMO energy at -0.6345 eV. The frontier orbital gap comes out at 4.93 eV. Its HOMO energy is -0.204 Eh.

Last column: natural (NBO) charge in e.
Positions of all 17 atoms, in Å:
C  -1.347  -2.082  -0.828  -0.62
C  -2.147  -1.037  -1.584  -0.54
S  -1.617  0.637  -1.106  -0.72
H  -0.975  -2.930  -1.429  0.19
H  -2.065  -2.522  -0.118  0.20
H  -0.458  -1.698  -0.324  0.19
H  -3.175  -1.107  -1.213  0.18
H  -2.377  -1.301  -2.632  0.19
C  1.486  0.808  1.311  -0.06
C  0.867  1.635  2.115  -0.33
N  2.087  1.358  0.064  -0.73
H  1.666  -0.249  1.495  0.24
H  0.649  1.470  3.145  0.24
H  0.626  2.665  1.835  0.21
H  1.448  1.994  -0.429  0.47
H  3.007  1.656  0.392  0.43
H  2.326  0.704  -0.694  0.45

Record 5
Below is a cluster of 2 separate species, C4H11NS2 in total at a distorted geometry, with properties calculated with ωB97M-V/def2-TZVPD.

The calculation puts the LUMO energy at -2.9120 eV. The frontier orbital gap comes out at 6.24 eV. Its HOMO energy is -0.336 Eh.

Last column: natural (NBO) charge in e.
Positions of all 18 atoms, in Å:
N  0.946  0.801  -2.121  -0.80
C  1.366  0.146  -0.858  -0.05
C  0.961  -1.279  -0.942  -0.63
C  0.625  0.567  0.533  -0.62
S  -0.476  1.913  0.400  0.10
S  -1.635  -1.627  1.060  0.04
C  -2.117  -0.060  1.755  -0.74
H  0.915  1.814  -1.971  0.34
H  -0.061  0.674  -2.157  0.35
H  2.333  0.615  -0.686  0.21
H  1.651  -1.896  -0.345  0.22
H  1.022  -1.740  -1.936  0.23
H  -0.048  -1.281  -0.542  0.21
H  1.379  0.752  1.280  0.22
H  -0.052  -0.268  0.816  0.23
H  -1.935  -0.082  2.830  0.23
H  -1.707  0.898  1.329  0.20
H  -3.166  0.054  1.556  0.25

Record 6
Below is the molecule C4H11NS2 at a distorted geometry, with properties calculated with ωB97M-V/def2-TZVPD.

The calculation puts the LUMO energy at 0.5726 eV. Its SMILES is CCSSCCN. The frontier orbital gap comes out at 8.82 eV. Its HOMO energy is -0.303 Eh.

Last column: natural (NBO) charge in e.
Positions of all 18 atoms, in Å:
N  -2.894  0.302  0.936  -0.84
C  -1.651  -0.470  1.087  -0.26
C  -1.303  -1.521  0.054  -0.55
S  0.005  -0.876  -1.121  0.06
S  1.494  -0.406  0.235  0.07
C  1.894  1.318  -0.537  -0.50
C  1.182  2.540  0.085  -0.63
H  -3.804  -0.281  0.841  0.36
H  -2.684  0.869  0.052  0.35
H  -1.698  -0.918  2.075  0.19
H  -0.892  0.300  1.077  0.21
H  -2.272  -1.920  -0.419  0.24
H  -0.821  -2.395  0.717  0.22
H  1.904  1.666  -1.565  0.24
H  2.919  1.327  -0.134  0.21
H  1.496  2.747  1.151  0.21
H  1.315  3.471  -0.418  0.21
H  0.084  2.327  0.115  0.21

Record 7
Below is the molecule C4H11NS2 at a distorted geometry, with properties calculated with ωB97M-V/def2-TZVPD.

The calculation puts the LUMO energy at 0.5800 eV. Its SMILES is CNCCCSS. The frontier orbital gap comes out at 9.13 eV. Its HOMO energy is -0.314 Eh.

Last column: natural (NBO) charge in e.
Positions of all 18 atoms, in Å:
S  0.384  -0.429  -4.348  -0.14
S  -0.194  -0.989  -2.456  0.08
C  -0.335  0.603  -1.594  -0.55
C  0.628  0.786  -0.444  -0.42
C  0.450  -0.231  0.688  -0.21
N  -0.642  0.143  1.576  -0.65
C  -0.631  -0.475  2.901  -0.41
H  1.655  -0.864  -4.336  0.13
H  -0.186  1.397  -2.332  0.24
H  -1.390  0.772  -1.345  0.22
H  1.662  0.710  -0.798  0.21
H  0.523  1.785  -0.016  0.22
H  1.355  -0.246  1.288  0.20
H  0.269  -1.220  0.241  0.17
H  -1.557  0.091  1.155  0.36
H  0.061  -1.302  3.017  0.18
H  -0.422  0.299  3.647  0.19
H  -1.630  -0.829  3.155  0.19

Record 8
Below is the molecule C4H11NS2 at a distorted geometry, with properties calculated with ωB97M-V/def2-TZVPD.

The calculation puts the LUMO energy at 0.6695 eV. Its SMILES is CNCCCSS. The frontier orbital gap comes out at 9.43 eV. Its HOMO energy is -0.322 Eh.

Last column: natural (NBO) charge in e.
Positions of all 18 atoms, in Å:
S  -0.676  1.633  2.314  -0.13
S  -0.324  2.191  0.461  0.12
C  0.433  0.860  -0.510  -0.55
C  -0.359  -0.413  -0.879  -0.42
C  0.588  -1.599  -1.042  -0.20
N  -0.008  -2.729  -1.705  -0.63
C  0.890  -3.852  -1.893  -0.41
H  0.440  1.765  3.045  0.11
H  1.367  0.484  -0.087  0.22
H  0.725  1.374  -1.429  0.23
H  -1.006  -0.292  -1.741  0.22
H  -0.948  -0.668  0.011  0.20
H  1.447  -1.274  -1.650  0.17
H  1.043  -1.854  -0.066  0.16
H  -0.889  -2.996  -1.292  0.36
H  0.972  -4.574  -1.072  0.17
H  1.862  -3.517  -2.238  0.20
H  0.462  -4.453  -2.709  0.20

Record 9
Below is the molecule C4H11NSi2 at a distorted geometry, with properties calculated with ωB97M-V/def2-TZVPD.

The calculation puts the LUMO energy at 0.3485 eV. Its SMILES is C[Si](C)(C)[SiH2]C#N. The frontier orbital gap comes out at 10.87 eV. Its HOMO energy is -0.387 Eh.

Last column: natural (NBO) charge in e.
Positions of all 18 atoms, in Å:
C  3.096  -0.138  0.248  -0.06
C  -1.946  -0.026  -1.384  -1.06
C  -0.792  -0.778  1.510  -1.09
C  -0.094  1.905  0.270  -1.09
N  4.070  0.313  0.632  -0.38
Si  1.557  -1.112  -0.772  0.53
Si  -0.407  0.034  -0.142  1.19
H  -1.847  -0.831  -2.204  0.24
H  -3.012  -0.260  -1.026  0.25
H  -1.883  0.937  -1.728  0.22
H  -0.012  -0.881  2.230  0.25
H  -1.542  -0.323  1.999  0.23
H  -1.059  -1.881  1.336  0.24
H  0.348  1.923  1.280  0.25
H  0.723  2.404  -0.305  0.25
H  -1.135  2.380  0.123  0.24
H  1.567  -2.462  -0.076  -0.12
H  2.368  -1.203  -1.990  -0.11

Record 10
Below is a structure of composition C4H11O2Pd at a distorted geometry, with properties calculated with ωB97M-V/def2-TZVPD.

The calculation puts the LUMO energy (spin up / spin down) at -3.7422 / -4.3777 eV. The frontier orbital gap (spin up / spin down) comes out at 8.83 / 8.73 eV. Its HOMO energy (spin up / spin down) is -0.462 / -0.482 Eh. The expectation value of S² is 2.00. The multiplicity is 3. Its net charge is +1.

Last column: Löwdin spin population.
Positions of all 18 atoms, in Å:
H  -4.005  -1.950  0.133  0.66
C  -2.269  -1.260  -0.074  0.20
H  -2.391  -1.909  -0.947  0.04
H  -2.247  -1.828  0.863  0.05
H  -2.942  -0.393  -0.063  0.04
O  -0.875  -0.695  -0.237  0.12
C  -0.474  0.198  0.806  0.00
C  1.018  0.412  0.702  0.00
O  1.326  0.696  -0.673  0.07
C  2.635  1.234  -0.889  0.03
Pd  0.198  -0.302  -1.584  0.79
H  -0.710  -0.239  1.785  0.00
H  -1.023  1.145  0.692  0.00
H  1.580  -0.483  1.009  0.00
H  1.318  1.264  1.326  0.00
H  2.747  1.404  -1.964  0.00
H  2.723  2.184  -0.349  0.00
H  3.391  0.521  -0.537  0.00